{"formula": "C18H9Cl3O2S2", "method": "the ωB97M-V functional and the def2-TZVPD basis", "relative_energy_kj_mol": 0.0, "e_lumo_ev": -1.71, "homo_ha": -0.309, "e_tot_ev": -82144.6658, "elements": ["C", "C", "C", "C", "Cl", "C", "C", "C", "C", "O", "C", "C", "S", "C", "C", "Cl", "C", "C", "Cl", "C", "C", "C", "C", "O", "S", "H", "H", "H", "H", "H", "H", "H", "H", "H"], "xyz": [[-1.0163, 3.9182, 2.3943], [-1.8928, 3.6147, 1.1817], [-3.0224, 4.4101, 0.9234], [-3.8710, 4.1483, -0.1768], [-5.1598, 5.3174, -0.5817], [-3.6177, 3.0604, -0.9885], [-2.4775, 2.2979, -0.7812], [-1.6383, 2.5322, 0.3215], [-0.5629, 1.5122, 0.3558], [0.4395, 1.6766, 1.0351], [-0.7415, 0.4662, -0.6485], [-0.1246, -0.8010, -0.6932], [-0.5777, -1.9954, -1.9307], [0.8384, -2.9629, -1.5191], [1.1326, -4.1384, -2.2393], [0.1024, -4.7856, -3.4926], [2.3119, -4.8021, -1.8630], [3.0989, -4.3673, -0.8031], [4.4687, -5.3408, -0.2966], [2.7520, -3.2214, -0.0612], [3.6708, -2.7788, 1.0429], [1.5837, -2.5142, -0.4336], [0.9495, -1.3093, 0.1402], [1.0474, -1.1194, 1.3529], [-2.0586, 0.8881, -1.7275], [-1.5576, 4.5726, 3.0655], [-0.7887, 2.9846, 2.9062], [-0.0733, 4.3865, 2.1046], [-3.2187, 5.2531, 1.5595], [-4.3062, 2.8052, -1.7517], [2.5969, -5.7236, -2.3742], [4.7062, -3.0860, 0.8750], [3.7046, -1.6976, 1.1194], [3.3021, -3.2005, 1.9849]], "nbo_charge": [-0.633, 0.090, -0.259, 0.043, -0.001, -0.308, -0.029, -0.207, 0.501, -0.489, -0.233, -0.201, 0.376, -0.148, -0.060, 0.035, -0.200, -0.045, 0.012, 0.057, -0.646, -0.153, 0.494, -0.469, 0.367, 0.212, 0.241, 0.238, 0.229, 0.232, 0.244, 0.232, 0.237, 0.242]}

---

{"formula": "C18H9Cl3O2S2", "method": "the ωB97M-V functional and the def2-TZVPD basis", "relative_energy_kj_mol": 1.4, "e_lumo_ev": -1.76, "homo_ha": -0.310, "e_tot_ev": -82144.6510, "elements": ["C", "C", "C", "C", "Cl", "C", "C", "C", "C", "O", "C", "C", "S", "C", "C", "Cl", "C", "C", "Cl", "C", "C", "C", "C", "O", "S", "H", "H", "H", "H", "H", "H", "H", "H", "H"], "xyz": [[-4.3071, 1.2682, -0.4694], [-4.2561, -0.1048, 0.1805], [-5.4460, -0.6315, 0.7049], [-5.4484, -1.8360, 1.4259], [-6.9125, -2.4241, 2.1687], [-4.2756, -2.5557, 1.5749], [-3.0733, -2.0075, 1.0570], [-3.0702, -0.8021, 0.3538], [-1.7655, -0.4664, -0.1126], [-1.5837, 0.2642, -1.1072], [-0.7305, -1.3675, 0.3999], [0.6575, -1.3164, 0.2359], [1.6935, -2.6920, 0.6738], [2.9658, -2.1460, -0.3472], [4.1519, -2.9033, -0.5983], [4.4108, -4.3714, 0.2755], [5.1222, -2.3406, -1.4330], [4.9381, -1.0639, -2.0139], [6.2702, -0.4823, -3.0311], [3.7644, -0.3165, -1.7531], [3.5000, 1.0646, -2.3348], [2.7617, -0.8902, -0.9248], [1.5009, -0.3171, -0.4363], [1.3071, 0.9091, -0.3219], [-1.4771, -2.7277, 1.2657], [-4.0226, 1.1794, -1.5407], [-3.6009, 1.9291, -0.0149], [-5.3220, 1.7147, -0.4298], [-6.3576, -0.0323, 0.6681], [-4.2314, -3.4690, 2.0665], [6.0418, -2.8861, -1.6675], [4.2187, 1.3489, -3.1129], [2.4595, 1.0640, -2.7219], [3.6031, 1.7763, -1.5321]], "nbo_charge": [-0.637, 0.107, -0.258, 0.021, 0.023, -0.271, -0.081, -0.217, 0.491, -0.499, -0.196, -0.209, 0.394, -0.161, -0.070, 0.040, -0.196, -0.040, 0.003, 0.058, -0.642, -0.165, 0.504, -0.483, 0.364, 0.247, 0.234, 0.214, 0.231, 0.231, 0.247, 0.230, 0.240, 0.244]}

---

{"formula": "C18H9N2O7PtS", "method": "the ωB97M-V functional and the def2-TZVPD basis", "relative_energy_kj_mol": 48.2, "e_lumo_ev": 2.21, "homo_ha": -0.171, "e_tot_ev": -50209.8325, "charge": -1, "elements": ["Pt", "O", "C", "C", "O", "C", "C", "O", "C", "O", "O", "S", "C", "N", "C", "C", "C", "C", "H", "H", "H", "H", "H", "O", "C", "N", "C", "O", "C", "C", "C", "C", "C", "C", "H", "H", "H", "H"], "xyz": [[1.4676, 0.0589, -0.3760], [3.8749, 4.4815, 3.0442], [3.4047, 3.6000, 2.3733], [2.4076, 2.5417, 2.8432], [1.9258, 2.4634, 3.9522], [2.1777, 1.6971, 1.6700], [2.9176, 2.1439, 0.5759], [2.8719, 1.5206, -0.5678], [3.6896, 3.3369, 0.8975], [4.3968, 4.0094, 0.1743], [1.3741, 0.6830, 1.5734], [1.2671, -0.2632, -2.6934], [0.2643, 1.0932, -2.2728], [-1.0594, 0.9033, -2.0399], [-1.9099, 1.8761, -1.6246], [-1.4958, 3.1647, -1.5812], [-0.1594, 3.4491, -1.9527], [0.6982, 2.4491, -2.2937], [-1.3565, -0.0615, -1.9858], [-2.8947, 1.5440, -1.3352], [-2.1703, 3.9405, -1.2534], [0.1951, 4.4718, -1.9401], [1.7393, 2.6299, -2.5115], [1.4439, -3.1962, -0.6773], [0.4059, -2.7391, -0.2605], [0.0976, -1.3983, -0.0832], [-1.1862, -1.2533, 0.3876], [-1.8035, -0.2144, 0.5205], [-1.7490, -2.6323, 0.6006], [-2.9757, -3.0441, 1.0755], [-3.2124, -4.4163, 1.1248], [-2.2475, -5.3266, 0.7015], [-1.0145, -4.8939, 0.2180], [-0.7923, -3.5342, 0.1809], [-3.7157, -2.3241, 1.3999], [-4.1598, -4.7849, 1.4982], [-2.4624, -6.3868, 0.7522], [-0.2546, -5.5890, -0.1146]], "nbo_charge": [0.883, -0.512, 0.391, 0.361, -0.547, 0.273, 0.188, -0.696, 0.371, -0.562, -0.703, -0.137, 0.096, -0.506, 0.078, -0.293, -0.137, -0.247, 0.437, 0.228, 0.227, 0.225, 0.265, -0.570, 0.649, -0.667, 0.663, -0.621, -0.139, -0.177, -0.215, -0.210, -0.206, -0.054, 0.224, 0.207, 0.207, 0.227]}

---

Repeat the second record exactly.
{"formula": "C18H9Cl3O2S2", "method": "the ωB97M-V functional and the def2-TZVPD basis", "relative_energy_kj_mol": 1.4, "e_lumo_ev": -1.76, "homo_ha": -0.310, "e_tot_ev": -82144.6510, "elements": ["C", "C", "C", "C", "Cl", "C", "C", "C", "C", "O", "C", "C", "S", "C", "C", "Cl", "C", "C", "Cl", "C", "C", "C", "C", "O", "S", "H", "H", "H", "H", "H", "H", "H", "H", "H"], "xyz": [[-4.3071, 1.2682, -0.4694], [-4.2561, -0.1048, 0.1805], [-5.4460, -0.6315, 0.7049], [-5.4484, -1.8360, 1.4259], [-6.9125, -2.4241, 2.1687], [-4.2756, -2.5557, 1.5749], [-3.0733, -2.0075, 1.0570], [-3.0702, -0.8021, 0.3538], [-1.7655, -0.4664, -0.1126], [-1.5837, 0.2642, -1.1072], [-0.7305, -1.3675, 0.3999], [0.6575, -1.3164, 0.2359], [1.6935, -2.6920, 0.6738], [2.9658, -2.1460, -0.3472], [4.1519, -2.9033, -0.5983], [4.4108, -4.3714, 0.2755], [5.1222, -2.3406, -1.4330], [4.9381, -1.0639, -2.0139], [6.2702, -0.4823, -3.0311], [3.7644, -0.3165, -1.7531], [3.5000, 1.0646, -2.3348], [2.7617, -0.8902, -0.9248], [1.5009, -0.3171, -0.4363], [1.3071, 0.9091, -0.3219], [-1.4771, -2.7277, 1.2657], [-4.0226, 1.1794, -1.5407], [-3.6009, 1.9291, -0.0149], [-5.3220, 1.7147, -0.4298], [-6.3576, -0.0323, 0.6681], [-4.2314, -3.4690, 2.0665], [6.0418, -2.8861, -1.6675], [4.2187, 1.3489, -3.1129], [2.4595, 1.0640, -2.7219], [3.6031, 1.7763, -1.5321]], "nbo_charge": [-0.637, 0.107, -0.258, 0.021, 0.023, -0.271, -0.081, -0.217, 0.491, -0.499, -0.196, -0.209, 0.394, -0.161, -0.070, 0.040, -0.196, -0.040, 0.003, 0.058, -0.642, -0.165, 0.504, -0.483, 0.364, 0.247, 0.234, 0.214, 0.231, 0.231, 0.247, 0.230, 0.240, 0.244]}